[1]
The following is a DFT calculation (wB97M-V/def2-TZVPD) of C19H26N7O4PdS3 as an isolated structure.

Computed properties:
Highest occupied orbital energy (alpha / beta): -0.4004 / -0.4007 hartree
Frontier orbital gap (alpha / beta): 7.457 / 7.386 eV
2S+1: 3
<S²>: 2.0072
Total charge: +1

Geometry (Å):
Pd: 1.6139 0.8239 0.4637
C: 5.9842 0.1794 -0.6973
C: 4.4976 0.3482 -0.6227
N: 3.8508 0.4460 0.4701
N: 4.4730 0.3252 1.6686
C: 3.7546 0.3722 2.8231
N: 4.4196 -0.0062 3.9131
S: 2.1594 0.8948 2.9470
C: 3.6622 0.3517 -1.8554
C: 4.1978 0.1337 -3.1126
C: 3.3451 0.0834 -4.2083
C: 1.9872 0.2532 -4.0214
C: 1.5250 0.4708 -2.7295
N: 2.3426 0.5141 -1.6882
H: 6.4762 0.6760 0.1391
H: 6.3773 0.6235 -1.6076
H: 6.2607 -0.8789 -0.6907
H: 5.4209 -0.0198 1.6983
H: 5.3249 -0.4454 3.8824
H: 3.9301 0.0023 4.7920
H: 5.2601 -0.0084 -3.2530
H: 3.7470 -0.0886 -5.1983
H: 1.2949 0.2184 -4.8508
H: 0.4730 0.6131 -2.5130
C: -5.4444 1.5815 -1.4339
C: -5.0497 0.3781 -0.6176
C: -5.4797 -0.8981 -0.9822
C: -5.1027 -2.0109 -0.2510
C: -4.2847 -1.8448 0.8603
C: -3.8536 -0.5870 1.2493
C: -4.2401 0.5165 0.5052
S: -3.7848 -3.2680 1.7833
O: -3.3548 -2.8070 3.0690
O: -4.7990 -4.2627 1.6227
N: -2.4525 -3.8923 1.0459
C: -1.1721 -3.1868 1.0578
C: -0.9003 -2.3014 -0.1795
C: 0.0277 -1.1729 0.1808
O: 1.2114 -1.4311 0.5366
O: -0.3924 0.0279 0.1305
H: -6.4118 1.4326 -1.9126
H: -4.7091 1.7665 -2.2209
H: -5.5019 2.4738 -0.8099
H: -6.1329 -1.0160 -1.8395
H: -5.4548 -3.0015 -0.5120
H: -3.2392 -0.4830 2.1348
H: -3.9087 1.5047 0.8054
H: -2.6828 -4.3972 0.1999
H: -0.3839 -3.9322 1.1445
H: -1.1443 -2.5946 1.9716
H: -1.8300 -1.8922 -0.5721
H: -0.4132 -2.8962 -0.9539
N: 0.2696 3.6958 2.0573
C: 0.0687 3.8396 0.7502
N: -0.9663 4.5844 0.3563
S: 1.0932 3.1423 -0.4184
H: -0.3478 4.0932 2.7452
H: 1.0514 3.1484 2.3722
H: -1.5370 5.1009 1.0035
H: -1.1259 4.7070 -0.6278

Atomic forces in eV per Å
0.415 -0.388 -0.255
-0.047 -0.064 -0.004
0.160 -0.073 -0.104
-0.289 0.341 0.156
0.027 -0.035 0.088
-0.111 0.137 -0.114
0.054 -0.025 0.165
-0.146 -0.060 -0.037
-0.062 -0.006 -0.062
0.103 -0.011 -0.046
-0.023 0.007 -0.059
0.037 0.000 0.007
0.059 0.005 -0.059
-0.235 0.009 0.149
0.028 0.018 -0.045
0.022 -0.005 0.019
-0.010 0.031 -0.015
0.043 -0.045 -0.043
0.013 0.034 -0.016
0.002 0.004 0.016
-0.043 0.004 0.014
-0.005 -0.001 0.023
0.003 0.002 0.027
-0.006 0.006 0.020
0.025 -0.071 0.068
-0.026 0.039 -0.062
-0.005 0.025 -0.012
0.026 -0.004 0.036
0.012 -0.074 -0.009
0.022 0.005 0.010
0.043 0.026 -0.011
0.174 -0.103 -0.017
0.029 0.036 -0.011
-0.021 -0.021 -0.031
0.069 0.234 -0.138
-0.087 -0.072 0.018
-0.130 -0.041 0.158
-0.062 0.022 0.086
-0.064 0.231 -0.113
0.017 -0.136 -0.086
0.015 0.015 0.004
-0.021 0.010 0.010
-0.003 -0.009 -0.037
0.027 0.000 0.023
-0.007 0.053 -0.002
-0.023 0.012 -0.041
-0.017 -0.032 -0.008
-0.028 -0.048 0.073
0.048 0.014 0.066
-0.053 0.008 0.014
-0.003 0.051 0.035
-0.060 -0.013 -0.058
-0.035 0.005 0.022
-0.008 0.034 -0.055
0.017 0.039 -0.054
0.074 -0.059 0.281
-0.029 -0.014 -0.011
0.103 -0.045 0.017
-0.003 0.019 0.021
-0.006 -0.020 -0.009

[2]
The following is a DFT calculation (wB97M-V/def2-TZVPD) of C2H8N4O as an isolated structure.

Computed properties:
Highest occupied orbital energy: -0.3198 hartree
Frontier orbital gap: 9.586 eV
2S+1: 1
Total charge: 0

Geometry (Å):
C: 0.1156 0.4733 -0.7360
C: 1.0870 -1.2875 0.6533
N: -0.0623 -0.6628 0.0219
N: 0.5212 1.6191 -0.0474
O: -0.9482 0.7032 -1.5760
N: -1.2519 -0.3239 1.1691
N: -2.3406 -0.5775 0.7001
H: -1.0663 1.6657 -1.5947
H: 1.0847 -0.0733 -1.5041
H: 1.2208 1.4306 0.6590
H: -0.2259 2.2896 0.1067
H: -2.2892 -0.8431 -0.3075
H: 0.7644 -1.7746 1.5781
H: 1.8998 -0.5997 0.9050
H: 1.4908 -2.0389 -0.0274

Atomic forces in eV per Å
4.064 -2.090 -2.909
-0.191 0.347 0.046
-3.066 -1.752 2.435
0.300 1.136 -0.650
-0.725 0.939 0.176
1.019 -1.032 -1.615
0.542 0.529 0.067
-0.125 -0.371 -0.387
-2.004 2.039 1.717
-0.543 0.512 0.121
0.550 -0.230 0.692
0.156 -0.152 0.379
-0.006 0.034 -0.224
0.042 0.106 0.090
-0.014 -0.015 0.062

[3]
The following is a DFT calculation (wB97M-V/def2-TZVPD) of an isolated ion of composition C9H25N2OSi and charge +1.

Computed properties:
Highest occupied orbital energy: -0.4614 hartree
Frontier orbital gap: 9.820 eV
2S+1: 1
Total charge: +1

Geometry (Å):
C: 0.1866 -1.9730 -4.6744
O: 0.6595 -1.7671 -3.2998
Si: 0.8467 -0.5277 -2.2573
C: 2.1683 -0.8666 -0.9558
C: 1.4872 1.1635 -2.8645
N: -0.7497 -0.4836 -1.3416
C: -1.0763 -0.6273 0.1994
C: -2.5626 -0.7980 0.3179
N: -0.8408 0.7593 0.4968
C: 0.1152 1.3705 1.4845
C: -0.3852 1.2178 2.9783
C: 0.4801 1.9837 3.9974
C: -0.4293 -0.2881 3.3700
H: 0.8861 -2.9359 -4.8787
H: 0.1370 -1.3790 -5.5051
H: -0.9045 -2.4850 -4.7366
H: 1.7481 -0.5768 0.0145
H: 2.4955 -1.9795 -0.9161
H: 3.0165 -0.2963 -1.1180
H: 2.5186 1.3013 -2.5981
H: 1.4540 1.2250 -3.9582
H: 0.8569 1.9356 -2.3615
H: -1.0722 -1.3941 -1.6178
H: -1.3542 0.2698 -1.6061
H: -0.3655 -1.2196 0.8796
H: -2.8100 -1.8577 0.0926
H: -2.7862 -0.6907 1.4358
H: -3.0158 -0.0919 -0.3189
H: -1.6876 1.2663 0.5421
H: 0.2051 2.4306 1.1918
H: 1.1077 0.9493 1.4890
H: -1.3920 1.5630 3.0483
H: 1.4766 1.5256 4.0650
H: -0.0210 2.0506 4.9761
H: 0.8327 3.0012 3.7705
H: -0.3712 -0.2681 4.4457
H: -1.3858 -0.7574 3.2634
H: 0.5315 -0.7496 2.9497

Atomic forces in eV per Å
-0.481 -7.811 2.120
-1.090 1.527 -0.988
3.278 0.952 0.339
-1.982 -3.500 0.396
-2.062 -0.402 -0.321
0.316 -2.983 0.866
1.954 3.484 1.025
0.832 -3.275 2.420
1.974 1.322 1.636
-1.580 -0.081 1.104
0.782 -0.195 -0.816
0.810 0.279 -0.183
1.913 1.324 0.177
-1.718 2.393 -0.417
0.937 2.982 -1.212
2.233 1.250 0.952
0.251 -0.201 0.001
-0.622 1.792 0.118
1.610 1.121 -0.482
0.336 -0.129 0.403
-0.354 0.376 0.189
0.570 -0.188 -0.665
-1.009 -0.493 -1.382
-0.535 0.261 -0.421
-1.105 0.092 -1.867
-0.413 0.742 -0.235
-0.012 0.203 -1.737
-1.067 0.708 -0.488
-0.882 0.568 0.222
-0.049 -0.418 0.206
0.348 -0.396 -0.590
-0.849 0.629 -0.121
-0.354 -0.570 0.473
0.371 -0.318 -0.314
-0.928 0.038 -0.512
0.542 -0.328 0.554
-0.292 -0.653 -1.091
-1.673 -0.101 0.639

[4]
The following is a DFT calculation (wB97M-V/def2-TZVPD) of C29H27Cl5N3SeSiTc as an isolated structure.

Computed properties:
Highest occupied orbital energy (alpha / beta): -0.3484 / -0.3482 hartree
Frontier orbital gap (alpha / beta): 5.274 / 4.609 eV
2S+1: 4
<S²>: 3.8366
Total charge: +1

Geometry (Å):
Tc: 1.0746 -0.2385 0.0155
Cl: -1.6037 -0.8119 2.7644
C: 0.0328 -0.3759 3.0989
C: 0.9379 -0.1188 2.0546
C: 2.1607 0.4107 2.4252
Cl: 3.0944 0.8701 0.9813
C: 2.5973 0.6394 3.7034
Cl: 4.1389 1.3020 4.0159
C: 1.7098 0.3052 4.7230
Cl: 2.1861 0.5371 6.3455
C: 0.4319 -0.1783 4.4228
Cl: -0.6551 -0.5140 5.7008
C: -1.7033 3.0308 0.3249
C: -2.2295 3.0660 -0.9636
C: -1.8037 2.1568 -1.9206
C: -0.8490 1.2049 -1.5947
C: -0.3343 1.1630 -0.3096
C: -0.7616 2.0834 0.6602
C: -0.7670 -1.4809 -1.8224
C: -1.7790 -2.3270 -2.3239
C: -2.1610 -3.4212 -1.6149
C: -1.4699 -3.7684 -0.4228
C: -1.7403 -4.9571 0.2878
C: -0.9928 -5.3000 1.3798
C: 0.0599 -4.4647 1.7919
C: 0.3222 -3.2932 1.1341
C: -0.4568 -2.9110 0.0285
N: -0.1988 -1.7287 -0.6520
H: -2.0373 3.7427 1.0688
H: -2.9740 3.8091 -1.2222
H: -2.2201 2.2055 -2.9191
H: -0.3677 2.0610 1.6694
H: -2.2465 -2.0823 -3.2679
H: -2.9586 -4.0653 -1.9653
H: -2.5384 -5.5998 -0.0629
H: -1.1931 -6.2175 1.9162
H: 0.6678 -4.7490 2.6416
H: 1.1367 -2.6577 1.4692
C: 1.0882 -1.5955 -3.6961
Si: 0.0035 -0.0925 -2.9872
C: -1.1128 0.2556 -4.4567
C: 1.6071 0.9834 -2.7611
H: 1.7453 -1.2197 -4.4852
H: 0.4526 -2.3797 -4.1160
H: 1.7073 -2.0472 -2.9110
H: -0.9117 -0.4412 -5.2720
H: -0.9482 1.2687 -4.8358
H: -2.1706 0.1827 -4.1880
H: 2.1863 0.9201 -3.6841
H: 2.2818 0.5831 -1.9715
H: 1.3993 2.0221 -2.5104
C: -6.3692 -0.9580 -2.1918
N: -6.5962 -0.1422 -1.0153
C: -7.7992 0.4810 -0.6917
C: -7.6195 1.1103 0.4786
N: -6.3042 0.8802 0.8747
C: -5.7014 1.3610 2.1036
C: -5.6855 0.0983 -0.0411
Se: -3.9459 -0.5071 0.0407
H: -6.7359 -1.9700 -2.0230
H: -5.3007 -0.9909 -2.3872
H: -6.8884 -0.5150 -3.0389
H: -8.6616 0.4215 -1.3322
H: -8.2944 1.7101 1.0640
H: -6.1855 2.2917 2.3899
H: -4.6410 1.5286 1.9313
H: -5.8209 0.6227 2.8956

Atomic forces in eV per Å
-1.381 0.311 -0.686
0.502 -0.033 -0.252
-0.258 0.021 -0.462
-0.145 -0.165 0.507
-0.254 -0.104 -0.697
0.491 0.188 0.236
0.282 0.119 0.111
0.041 0.017 -0.070
-0.034 0.014 0.259
-0.005 -0.010 -0.001
-0.065 -0.053 0.016
-0.003 -0.002 -0.021
-0.099 0.113 -0.070
-0.035 0.026 -0.062
-0.012 0.309 0.300
0.576 -0.976 -0.625
-0.501 0.607 0.032
0.365 -0.200 0.617
0.190 0.236 -0.142
-0.003 -0.218 -0.001
0.092 0.013 0.043
-0.161 0.019 -0.104
0.021 0.019 -0.024
0.022 -0.016 0.004
-0.015 -0.040 0.093
-0.022 0.151 0.021
0.223 -0.054 0.355
0.101 -0.245 0.180
0.034 -0.025 0.012
-0.019 0.002 0.043
0.034 -0.051 -0.001
-0.060 0.054 -0.008
0.034 0.020 0.015
-0.024 0.024 0.026
0.009 0.016 0.009
-0.004 0.018 -0.006
-0.007 0.003 -0.029
-0.032 -0.066 -0.009
-0.375 0.295 0.035
-0.016 -0.076 0.076
-0.008 0.209 0.026
-0.093 -0.177 0.182
0.011 -0.117 -0.014
0.123 -0.076 -0.012
0.073 -0.030 -0.063
0.003 0.030 0.050
-0.032 -0.050 0.006
0.053 0.014 0.010
0.145 -0.072 0.123
0.166 0.048 -0.062
0.025 -0.012 0.035
-0.040 -0.003 0.034
-0.256 0.306 0.283
0.224 -0.250 -0.285
0.312 0.108 0.287
-0.418 -0.014 -0.293
-0.032 -0.030 -0.038
0.163 -0.042 0.021
-0.004 -0.046 -0.032
0.019 -0.023 -0.031
0.012 0.015 0.024
-0.015 -0.004 0.001
0.029 -0.007 0.020
0.032 -0.024 -0.017
-0.016 -0.006 0.007
0.005 -0.007 -0.014
0.032 0.003 0.031

- Among the records above, which one has the highest 2S+1?
  C29H27Cl5N3SeSiTc